Here is a molecular structure, C53H46ClN4O2P2SeV from OMol25. Energies are from ωB97M-V/def2-TZVPD.

Geometry (Å):
V  0.483  1.404  -0.929
C  -5.796  -2.628  0.478
C  -4.839  -2.007  -0.548
C  -5.349  -2.308  -1.971
C  -4.777  -0.497  -0.370
C  -5.933  0.261  -0.218
C  -5.898  1.646  -0.157
C  -4.685  2.302  -0.250
C  -3.500  1.583  -0.382
P  -1.913  2.468  -0.555
C  -2.362  3.700  -1.813
C  -2.759  4.995  -1.505
C  -3.128  5.868  -2.520
C  -3.112  5.447  -3.840
C  -2.721  4.151  -4.151
C  -2.342  3.283  -3.142
C  -1.784  3.400  1.009
C  -2.556  3.107  2.130
C  -2.333  3.771  3.331
C  -1.341  4.733  3.420
C  -0.574  5.040  2.301
C  -0.789  4.377  1.104
C  -3.572  0.194  -0.446
O  -2.372  -0.450  -0.616
C  -2.305  -1.808  -0.467
C  -1.020  -2.342  -0.403
C  -0.880  -3.722  -0.281
C  -1.993  -4.538  -0.212
C  -3.258  -3.975  -0.272
C  -3.446  -2.603  -0.401
P  0.465  -1.277  -0.450
C  1.506  -2.310  -1.539
C  2.363  -3.304  -1.068
C  2.959  -4.194  -1.954
C  2.696  -4.104  -3.311
C  1.859  -3.103  -3.792
C  1.277  -2.202  -2.910
C  1.152  -1.505  1.226
C  0.413  -2.064  2.263
C  0.915  -2.072  3.560
C  2.158  -1.524  3.830
C  2.906  -0.970  2.796
C  2.406  -0.955  1.506
H  -6.802  -2.230  0.365
H  -5.459  -2.434  1.497
H  -5.874  -3.705  0.340
H  -6.345  -1.887  -2.113
H  -5.400  -3.385  -2.136
H  -4.685  -1.876  -2.722
H  -6.891  -0.238  -0.170
H  -6.816  2.208  -0.053
H  -4.651  3.384  -0.227
H  -2.772  5.334  -0.477
H  -3.428  6.878  -2.275
H  -3.399  6.129  -4.630
H  -2.698  3.822  -5.182
H  -2.014  2.280  -3.392
H  -3.344  2.366  2.071
H  -2.941  3.536  4.195
H  -1.169  5.250  4.355
H  0.195  5.799  2.362
H  -0.182  4.611  0.236
H  0.110  -4.159  -0.238
H  -1.878  -5.609  -0.118
H  -4.121  -4.626  -0.233
H  2.543  -3.407  -0.005
H  3.620  -4.965  -1.578
H  3.141  -4.815  -3.998
H  1.649  -3.031  -4.852
H  0.616  -1.431  -3.290
H  -0.562  -2.493  2.070
H  0.326  -2.501  4.360
H  2.543  -1.521  4.841
H  3.874  -0.535  3.011
H  2.969  -0.488  0.704
C  5.542  0.384  0.226
N  5.235  -0.494  -0.886
C  4.285  -0.292  -1.824
Se  3.127  1.164  -1.989
N  4.424  -1.262  -2.741
C  5.454  -2.122  -2.401
C  5.972  -3.254  -3.009
C  7.027  -3.878  -2.366
C  7.546  -3.387  -1.161
C  7.030  -2.252  -0.560
C  5.971  -1.632  -1.208
H  4.870  1.238  0.178
H  6.573  0.726  0.148
H  5.407  -0.146  1.169
H  3.798  -1.342  -3.527
H  5.575  -3.630  -3.943
H  7.465  -4.763  -2.806
H  8.374  -3.904  -0.694
H  7.436  -1.868  0.366
Cl  0.946  3.429  -2.010
N  -1.355  0.624  4.412
C  -0.109  1.105  4.647
O  0.384  1.130  5.756
C  0.672  1.598  3.459
C  1.827  2.333  3.703
C  2.575  2.793  2.635
C  2.162  2.484  1.351
N  1.066  1.759  1.111
C  0.335  1.339  2.145
H  -1.892  0.343  5.215
H  -1.831  0.754  3.539
H  2.106  2.530  4.730
H  3.465  3.387  2.786
H  2.702  2.821  0.474
H  -0.539  0.754  1.881

Output
expectation value of S² = 3.7628
net charge = +1
energy relative to the best compared isomer or geometry (same formula, charge and spin) = 0.00 kcal/mol
total energy = -6905.122290 a.u.
E_LUMO (spin up / spin down) = -0.0750 / -0.0807 Ha
frontier orbital gap (spin up / spin down) = 8.2 / 8.2 eV
HOMO energy (spin up / spin down) = -10.2869 / -10.4118 eV
2S+1 = 4


Here is 10 unconnected molecules or ions with the total composition C52H70N6O20 in a non-equilibrium geometry from OMol25. Energies are from ωB97M-V/def2-TZVPD.

Geometry (Å):
O  -4.827  0.668  2.701
N  -4.445  0.713  1.558
O  -4.083  -0.249  0.981
C  -4.363  2.030  0.950
C  -3.524  2.168  -0.109
C  -3.267  3.396  -0.667
C  -4.023  4.450  -0.297
C  -4.945  4.370  0.762
C  -5.052  3.146  1.496
H  -2.983  1.309  -0.476
H  -2.679  3.476  -1.570
H  -4.031  5.432  -0.746
H  -5.560  5.185  1.113
H  -5.585  2.989  2.422
O  -0.347  -5.163  2.442
N  -1.129  -5.130  3.415
O  -1.763  -6.065  3.854
C  -1.347  -3.727  3.926
C  -1.353  -2.577  3.111
C  -1.525  -1.220  3.662
C  -1.568  -1.115  5.063
C  -1.613  -2.298  5.766
C  -1.363  -3.631  5.308
H  -1.036  -2.685  2.085
H  -1.473  -0.327  3.057
H  -1.727  -0.174  5.568
H  -1.669  -2.217  6.842
H  -1.299  -4.510  5.932
O  -1.544  6.503  -3.988
N  -1.553  5.289  -3.876
O  -2.589  4.693  -4.081
C  -0.336  4.614  -3.347
C  0.853  5.331  -3.034
C  2.037  4.808  -2.467
C  2.084  3.413  -2.085
C  0.897  2.666  -2.535
C  -0.292  3.246  -3.122
H  0.800  6.365  -3.340
H  2.896  5.361  -2.115
H  2.913  2.919  -1.601
H  0.768  1.611  -2.343
H  -1.099  2.568  -3.358
O  2.956  -4.332  3.207
N  2.301  -3.346  3.423
O  2.025  -2.489  2.552
C  1.946  -3.079  4.833
C  1.697  -1.727  5.147
C  1.373  -1.422  6.453
C  1.338  -2.515  7.357
C  1.669  -3.783  7.044
C  1.998  -4.088  5.758
H  1.932  -1.015  4.370
H  1.326  -0.398  6.794
H  1.254  -2.271  8.406
H  1.745  -4.604  7.742
H  2.101  -5.146  5.568
O  3.763  0.097  2.182
N  3.570  1.014  2.981
O  3.087  2.034  2.593
C  3.922  0.812  4.431
C  4.497  -0.382  4.863
C  4.682  -0.595  6.224
C  4.466  0.398  7.148
C  3.919  1.568  6.736
C  3.648  1.813  5.363
H  4.763  -1.123  4.123
H  5.274  -1.451  6.513
H  4.765  0.287  8.180
H  3.716  2.278  7.524
H  3.195  2.773  5.161
O  -6.224  -3.184  -10.466
N  -6.527  -3.789  -9.450
O  -7.247  -4.759  -9.456
C  -6.040  -3.357  -8.076
C  -4.889  -2.633  -7.966
C  -4.425  -2.274  -6.706
C  -5.288  -2.483  -5.602
C  -6.517  -3.198  -5.727
C  -6.918  -3.620  -6.989
H  -4.231  -2.385  -8.786
H  -3.495  -1.729  -6.645
H  -4.876  -2.306  -4.619
H  -6.998  -3.256  -4.761
H  -7.865  -4.125  -7.109
C  -1.649  4.329  2.851
O  -0.498  5.104  2.720
C  0.209  5.165  3.961
C  1.631  5.702  3.769
O  2.295  5.489  5.009
C  3.595  5.960  5.149
H  -1.963  3.998  1.861
H  -2.483  4.875  3.292
H  -1.481  3.390  3.380
H  0.353  4.200  4.447
H  -0.460  5.640  4.679
H  1.494  6.767  3.581
H  2.068  5.107  2.967
H  3.521  7.005  4.850
H  4.340  5.543  4.472
H  3.939  5.866  6.179
C  0.472  0.950  1.454
O  -0.634  0.374  0.684
C  -0.190  -0.772  -0.086
C  -1.235  -1.349  -0.947
O  -1.384  -0.511  -2.093
C  -2.450  -0.972  -2.901
H  0.039  1.568  2.240
H  1.108  1.598  0.850
H  0.942  0.071  1.896
H  0.202  -1.581  0.531
H  0.670  -0.557  -0.719
H  -2.116  -1.378  -0.306
H  -1.154  -2.405  -1.206
H  -2.473  -2.025  -3.181
H  -2.304  -0.460  -3.853
H  -3.419  -0.716  -2.472
C  6.740  -5.022  -2.306
O  6.978  -5.374  -0.925
C  7.036  -4.304  -0.011
C  5.571  -3.842  0.356
O  4.961  -3.032  -0.621
C  3.877  -2.343  -0.073
H  7.771  -5.090  -2.654
H  6.449  -3.992  -2.512
H  6.210  -5.775  -2.890
H  7.585  -3.502  -0.506
H  7.558  -4.520  0.921
H  5.600  -3.396  1.350
H  5.068  -4.791  0.541
H  3.478  -1.578  -0.739
H  4.054  -1.789  0.849
H  3.114  -3.057  0.238
C  -3.242  1.803  -6.533
O  -2.227  0.834  -6.433
C  -1.220  0.957  -7.484
C  -0.115  -0.236  -7.357
O  -0.683  -1.570  -7.529
C  -0.484  -2.228  -8.763
H  -2.820  2.807  -6.476
H  -3.981  1.838  -5.733
H  -3.886  1.735  -7.409
H  -0.927  2.006  -7.433
H  -1.783  1.070  -8.410
H  0.322  -0.161  -6.362
H  0.685  -0.008  -8.062
H  -1.117  -3.116  -8.754
H  0.547  -2.549  -8.909
H  -0.745  -1.592  -9.609

Output
energy relative to the best compared isomer or geometry (same formula, charge and spin) = 41.88 kcal/mol
total energy = -3855.877562 a.u.
E_LUMO = -0.0365 Ha
frontier orbital gap = 8.1 eV
HOMO energy = -9.0469 eV


Here is a molecular structure, C28H40F5NO3PtTe from OMol25. Energies are from ωB97M-V/def2-TZVPD.

Geometry (Å):
Pt  2.323  1.181  1.024
C  -1.017  -3.885  -2.526
C  -1.047  -4.091  -1.006
C  -2.440  -3.732  -0.473
C  -0.783  -5.571  -0.720
C  -0.023  -3.175  -0.333
C  -0.010  -1.839  -0.619
C  0.886  -0.981  0.054
N  0.940  0.372  -0.061
C  0.049  1.268  -0.540
C  -1.265  1.012  -0.999
C  -2.033  2.028  -1.485
C  -1.471  3.342  -1.546
C  -0.240  3.685  -1.064
C  0.539  2.633  -0.466
O  1.660  2.876  0.112
C  0.308  5.109  -1.109
C  0.532  5.624  0.322
C  1.628  5.134  -1.894
C  -0.668  6.059  -1.808
C  -3.477  1.750  -1.908
C  -4.281  1.338  -0.667
C  -4.149  2.971  -2.536
C  -3.502  0.607  -2.932
C  1.863  -1.511  0.981
O  2.666  -0.705  1.585
C  1.882  -2.920  1.238
C  0.920  -3.668  0.611
C  2.871  -3.591  2.203
C  4.130  -2.764  2.496
C  3.351  -4.932  1.622
C  2.133  -3.842  3.526
H  -1.697  -4.589  -3.008
H  -0.016  -4.049  -2.925
H  -1.335  -2.882  -2.811
H  -3.195  -4.378  -0.924
H  -2.696  -2.698  -0.706
H  -2.488  -3.854  0.610
H  -1.520  -6.176  -1.248
H  -0.871  -5.804  0.341
H  0.207  -5.879  -1.062
H  -0.654  -1.443  -1.388
H  -1.682  0.023  -0.902
H  -2.079  4.119  -1.979
H  1.284  5.044  0.852
H  -0.396  5.588  0.894
H  0.863  6.663  0.282
H  2.384  4.506  -1.433
H  2.010  6.156  -1.926
H  1.471  4.800  -2.922
H  -1.621  6.129  -1.281
H  -0.860  5.763  -2.841
H  -0.232  7.058  -1.826
H  -4.279  2.132  0.080
H  -3.869  0.441  -0.203
H  -5.316  1.131  -0.944
H  -4.213  3.806  -1.837
H  -5.167  2.710  -2.827
H  -3.625  3.309  -3.432
H  -3.156  -0.332  -2.500
H  -2.871  0.838  -3.792
H  -4.521  0.448  -3.289
H  0.898  -4.724  0.819
H  4.627  -2.443  1.580
H  4.825  -3.397  3.050
H  3.919  -1.886  3.095
H  3.843  -4.786  0.659
H  2.550  -5.657  1.491
H  4.073  -5.377  2.306
H  1.800  -2.902  3.967
H  2.800  -4.332  4.237
H  1.261  -4.482  3.379
F  1.012  0.647  3.565
Te  2.511  1.650  4.094
F  3.241  0.027  4.655
F  1.567  3.201  3.630
F  1.582  1.744  5.710
F  3.822  2.555  5.059
O  3.532  1.798  2.566

Output
energy relative to the best compared isomer or geometry (same formula, charge and spin) = 5.85 kcal/mol
total energy = -2258.093013 a.u.
E_LUMO (spin up / spin down) = -0.0953 / -0.0973 Ha
frontier orbital gap (spin up / spin down) = 5.7 / 5.6 eV
HOMO energy (spin up / spin down) = -8.2847 / -8.1994 eV


Here is a molecular structure, C7H10AlCl2O4Sc in a non-equilibrium geometry from OMol25. Energies are from ωB97M-V/def2-TZVPD.

Geometry (Å):
Al  0.012  -0.068  -3.980
Sc  -0.240  1.261  -1.488
Cl  -1.862  0.979  -3.414
Cl  1.743  0.502  -2.805
C  -0.543  -0.801  -0.904
C  0.197  1.061  -5.705
C  0.435  -0.818  -5.837
O  -0.444  -1.792  -0.297
O  -0.216  1.654  -6.624
O  0.720  -1.099  -6.929
C  2.168  2.114  2.017
C  1.318  1.009  1.440
O  0.438  1.586  0.434
C  -0.610  2.494  0.823
C  -1.970  1.972  0.347
H  2.842  2.504  1.256
H  2.787  1.723  2.841
H  1.569  2.939  2.423
H  1.889  0.232  0.917
H  0.677  0.559  2.204
H  -0.606  2.553  1.899
H  -0.343  3.490  0.415
H  -2.408  1.432  1.202
H  -2.625  2.825  0.148
H  -2.054  1.221  -0.516

Output
net charge = +4
total energy = -2495.433078 a.u.
E_LUMO = -0.6741 Ha
frontier orbital gap = 6.5 eV
HOMO energy = -24.8070 eV


Here is 5 unconnected molecules or ions with the total composition C6H19NO5 in a non-equilibrium geometry from OMol25. Energies are from ωB97M-V/def2-TZVPD.

Geometry (Å):
O  -2.418  -0.515  3.087
C  -1.882  0.224  2.293
N  -1.183  -0.408  1.208
C  -1.066  0.399  0.000
C  0.088  0.017  -0.953
C  0.525  1.195  -1.613
C  0.178  1.470  -2.904
C  -1.609  1.697  2.441
H  -1.051  -1.359  1.158
H  -0.947  1.411  0.332
H  -1.967  0.436  -0.515
H  -0.334  -0.776  -1.731
H  0.828  -0.619  -0.439
H  1.273  1.718  -1.025
H  0.480  2.441  -3.486
H  -0.431  0.733  -3.553
H  -1.562  2.347  1.548
H  -2.294  2.228  3.218
H  -0.560  1.842  2.848
H  -0.731  3.870  1.272
H  0.244  3.319  0.180
O  0.197  3.957  0.906
H  3.648  -2.073  -1.973
H  2.223  -1.875  -2.114
O  2.694  -2.629  -1.652
H  2.075  -2.482  1.188
H  2.193  -3.553  0.388
O  1.728  -3.366  1.293
H  0.198  -3.217  0.242
H  -0.229  -3.576  -1.210
O  -0.305  -2.856  -0.433

Output
expectation value of S² = 0.7696
net charge = +1
energy relative to the best compared isomer or geometry (same formula, charge and spin) = 86.95 kcal/mol
total energy = -670.518016 a.u.
E_LUMO (spin up / spin down) = -0.1347 / -0.3126 Ha
frontier orbital gap (spin up / spin down) = 10.2 / 5.3 eV
HOMO energy (spin up / spin down) = -13.8433 / -13.7563 eV
2S+1 = 2